1) Molecular formula: C3H5N3
Method: DFT, ωB97M-V with the def2-TZVPD basis set

Summary:
Gap between HOMO and LUMO in Eh: 0.32276
SMILES: Nc1c[nH]cn1
Total charge: 0

Cartesian coordinates (Å):
N  1.96  -0.11  0.26
C  0.63  -0.29  -0.04
C  -0.11  0.83  -0.34
N  -1.41  0.44  -0.09
C  -1.38  -0.87  0.24
N  -0.16  -1.37  0.24
H  2.70  -0.75  0.01
H  2.09  0.89  0.25
H  0.14  1.58  -1.08
H  -2.18  1.08  0.05
H  -2.27  -1.41  0.47

Mulliken atomic charge list, values in e, 4 entries: number 1, N, carries -0.45; number 2, C, carries 0.50; number 3, C, carries -0.53; number 4, N, carries -0.08

---

2) Molecular formula: C3H5N3
Method: DFT, ωB97M-V with the def2-TZVPD basis set

Summary:
Gap between HOMO and LUMO in Eh: 0.35176
SMILES: C/N=C(/N)C#N
Total charge: 0

Cartesian coordinates (Å):
C  1.72  -0.50  0.16
N  0.43  0.04  0.37
C  -0.78  0.11  -0.07
N  -1.18  1.39  0.11
C  -1.71  -0.88  -0.60
N  -2.50  -1.64  -0.97
H  1.80  -1.56  -0.11
H  2.23  0.10  -0.61
H  2.26  -0.33  1.09
H  -0.15  1.51  0.56
H  -2.13  1.75  0.09

Mulliken atomic charge list, values in e, 4 entries: number 1, C, carries -0.75; number 2, N, carries -0.40; number 3, C, carries 0.32; number 4, N, carries -0.45

---

Q: What are the energies relative to the best structure? A: 1) 0.0000; 2) 0.0799, in hartree.

---

1) Molecular formula: C3H5N3
Method: DFT, ωB97M-V with the def2-TZVPD basis set

Summary:
Gap between HOMO and LUMO in Eh: 0.37984
SMILES: C[C@H]1C=NN=N1
Total charge: 0

Cartesian coordinates (Å):
C  -1.27  0.37  0.37
N  -0.07  -1.19  -0.87
C  0.08  0.19  -0.52
C  1.35  0.20  0.19
N  1.81  -0.98  0.26
N  0.89  -1.82  -0.41
H  -2.17  0.11  -0.16
H  -1.19  -0.19  1.29
H  -1.29  1.44  0.60
H  0.00  0.84  -1.37
H  1.86  1.03  0.62

Mulliken atomic charge list, values in e, 4 entries: number 1, C, carries -1.11; number 2, N, carries -0.10; number 3, C, carries 0.27; number 4, C, carries -0.25

---

2) Molecular formula: C3H5N3
Method: DFT, ωB97M-V with the def2-TZVPD basis set

Summary:
Gap between HOMO and LUMO in Eh: 0.39894
SMILES: [H]/N=C(\C#N)NC
Total charge: 0

Cartesian coordinates (Å):
C  1.16  -1.06  0.09
N  0.48  -0.25  -0.90
C  -0.65  0.36  -0.38
N  -1.81  0.39  -0.89
C  -0.63  1.13  1.02
N  -1.26  1.89  1.65
H  1.20  -0.52  1.05
H  2.17  -1.31  -0.24
H  0.61  -2.00  0.24
H  1.08  0.40  -1.40
H  -2.35  0.97  -0.24

Mulliken atomic charge list, values in e, 4 entries: number 1, C, carries -0.80; number 2, N, carries -0.31; number 3, C, carries 0.28; number 4, N, carries -0.53

---

Q: What are the energies relative to the best structure? A: 1) 0.0139; 2) 0.0000, in hartree.

---

1) Molecular formula: C5H10N
Method: DFT, ωB97M-V with the def2-TZVPD basis set

Summary:
Gap between HOMO and LUMO in Eh: 0.34226
SMILES: C=C/C=C(/C)[NH3+]
Total charge: +1

Cartesian coordinates (Å):
C  2.99  0.55  0.48
C  2.01  -0.30  0.41
C  0.46  0.19  0.34
C  -0.93  -0.04  -0.05
C  -2.08  0.82  0.32
N  -1.18  -1.23  -0.94
H  2.84  1.61  0.29
H  3.97  0.11  0.67
H  2.02  -1.42  0.21
H  0.37  1.06  0.94
H  -2.96  0.32  0.28
H  -2.17  1.51  -0.62
H  -1.85  1.49  1.14
H  -0.51  -1.94  -0.74
H  -0.95  -1.02  -1.97
H  -2.04  -1.70  -0.78

Mulliken atomic charge list, values in e, 4 entries: number 1, C, carries -0.64; number 2, C, carries -0.21; number 3, C, carries -0.27; number 4, C, carries 0.41

---

2) Molecular formula: C5H10N
Method: DFT, ωB97M-V with the def2-TZVPD basis set

Summary:
Gap between HOMO and LUMO in Eh: 0.21786
Total charge: +1

Cartesian coordinates (Å):
C  -0.03  -0.66  1.85
C  -0.37  1.21  -2.49
C  0.72  0.02  1.21
C  -0.82  -1.41  2.74
C  1.57  0.76  0.29
N  -0.80  -0.07  -2.72
H  -0.69  1.70  -1.57
H  0.41  1.76  -2.99
H  -1.79  -1.00  2.91
H  -0.52  -1.56  3.70
H  -1.02  -2.36  2.25
H  2.63  0.60  0.42
H  1.22  1.79  0.46
H  1.38  0.34  -0.68
H  -1.25  -0.46  -1.90
H  -0.64  -0.66  -3.47

Mulliken atomic charge list, values in e, 4 entries: number 1, C, carries 0.52; number 2, C, carries -0.14; number 3, C, carries 0.44; number 4, C, carries -1.51

---

3) Molecular formula: C5H10N
Method: DFT, ωB97M-V with the def2-TZVPD basis set

Summary:
Gap between HOMO and LUMO in Eh: 0.20008
Total charge: +1

Cartesian coordinates (Å):
C  -2.42  1.61  2.54
C  -1.25  1.84  1.97
C  0.76  -1.02  -1.84
C  0.68  -2.29  -2.27
C  0.80  0.45  0.05
N  1.44  -0.66  -0.70
H  -3.05  0.76  2.26
H  -2.90  2.37  3.14
H  0.37  -0.15  -2.38
H  -0.88  1.17  1.20
H  -0.71  2.78  2.15
H  0.29  -2.45  -3.29
H  1.08  -3.08  -1.67
H  0.76  -0.05  1.02
H  1.40  1.35  -0.08
H  1.92  -1.42  -0.23

Mulliken atomic charge list, values in e, 4 entries: number 1, C, carries -0.53; number 2, C, carries -0.15; number 3, C, carries 0.24; number 4, C, carries -0.70

---

Q: What are the energies relative to the best structure? A: 1) 0.0000; 2) 0.0196; 3) 0.1131, in hartree.

---

1) Molecular formula: C4H2F2O6
Method: DFT, ωB97M-V with the def2-TZVPD basis set

Summary:
Gap between HOMO and LUMO in Eh: 0.29219
SMILES: O=C([O-])C(O)(O)C(F)(F)C(=O)[O-]
Total charge: -2

Cartesian coordinates (Å):
O  2.20  0.92  -1.84
O  -0.59  0.47  2.66
O  0.00  0.89  -2.33
O  0.05  2.00  1.19
F  1.83  -0.66  0.41
F  0.69  -1.80  -1.02
O  -1.09  -1.44  1.06
O  -1.64  -0.13  -0.57
C  1.02  0.56  -1.60
C  -0.35  0.84  1.47
C  0.76  -0.54  -0.45
C  -0.58  -0.27  0.35
H  -1.03  -1.16  2.00
H  -1.28  0.33  -1.34

Mulliken atomic charge list, values in e, 4 entries: number 1, O, carries -0.75; number 2, O, carries -0.80; number 3, O, carries -0.80; number 4, O, carries -0.74

---

2) Molecular formula: C4H2F2O6
Method: DFT, ωB97M-V with the def2-TZVPD basis set

Summary:
Gap between HOMO and LUMO in Eh: 0.21906
Total charge: -2

Cartesian coordinates (Å):
C  2.16  -0.40  0.02
C  -2.07  0.18  0.13
C  1.04  0.65  -0.27
C  -1.09  -0.82  0.12
O  2.44  -0.44  1.23
O  -2.85  0.45  1.08
O  2.80  -0.92  -0.94
O  -2.01  0.93  -1.03
O  0.60  0.97  -1.36
O  0.90  1.37  0.85
F  -1.06  -1.75  1.10
F  -0.80  -1.55  -1.04
H  -1.41  0.40  -1.54
H  1.33  0.94  1.64

Mulliken atomic charge list, values in e, 4 entries: number 1, C, carries 0.68; number 2, C, carries 0.72; number 3, C, carries 0.68; number 4, C, carries -0.12

---

Q: What are the energies relative to the best structure? A: 1) 0.0000; 2) 0.0678, in hartree.

---

1) Molecular formula: C2H4N2S4
Method: DFT, ωB97M-V with the def2-TZVPD basis set

Summary:
Gap between HOMO and LUMO in Eh: 0.29178
SMILES: S=C1SN(S)N[C@H]1S
Total charge: 0

Cartesian coordinates (Å):
C  0.34  -0.47  -1.34
C  -0.46  0.67  -0.70
N  -0.09  0.49  1.02
N  0.02  -0.82  1.27
S  0.86  -0.56  -2.92
S  0.90  -1.61  -0.15
S  -0.03  2.36  -1.11
S  -1.34  -1.74  1.99
H  -1.49  0.49  -0.74
H  0.88  0.87  1.02
H  1.06  1.97  -1.54
H  -0.65  -1.65  3.20

Mulliken atomic charge list, values in e, 4 entries: number 1, C, carries 0.03; number 2, C, carries -0.15; number 3, N, carries -0.40; number 4, N, carries -0.07

---

2) Molecular formula: C2H4N2S4
Method: DFT, ωB97M-V with the def2-TZVPD basis set

Summary:
Gap between HOMO and LUMO (spin up / spin down) in Eh: 0.27032 / 0.23488
Total charge: 0

Cartesian coordinates (Å):
C  -1.37  0.72  0.74
C  -0.85  0.19  -0.51
N  0.41  -0.84  -0.32
N  1.40  -0.45  0.45
S  -2.62  1.24  1.52
S  1.25  -0.35  2.08
S  -2.10  -0.70  -1.47
S  2.50  0.89  -0.33
H  -0.44  0.97  -1.16
H  0.59  -1.07  -1.33
H  -1.93  -1.63  -0.47
H  3.15  1.03  0.80

Mulliken atomic charge list, values in e, 4 entries: number 1, C, carries -0.16; number 2, C, carries 0.26; number 3, N, carries -0.37; number 4, N, carries -0.10

---

Q: What are the energies relative to the best structure? A: 1) 0.0000; 2) 0.0723, in hartree.

---

1) Molecular formula: C3H9N2
Method: DFT, ωB97M-V with the def2-TZVPD basis set

Summary:
Gap between HOMO and LUMO in Eh: 0.42785
Total charge: +1

Cartesian coordinates (Å):
C  0.61  -0.60  -1.36
C  0.85  -1.79  -1.92
N  0.98  -0.34  0.03
H  0.17  0.24  -1.89
H  0.69  -1.98  -2.96
H  1.13  -2.66  -1.35
H  1.45  -1.15  0.42
H  1.60  0.45  0.07
H  0.15  0.07  0.61
C  -1.81  1.71  1.42
N  -0.86  0.92  1.80
H  -2.06  1.59  0.35
H  -2.31  2.52  2.01
H  -0.59  1.01  2.77

Mulliken atomic charge list, values in e, 4 entries: number 1, C, carries 0.16; number 2, C, carries -0.77; number 3, N, carries -0.26; number 4, H, carries 0.35

---

2) Molecular formula: C3H9N2
Method: DFT, ωB97M-V with the def2-TZVPD basis set

Summary:
Gap between HOMO and LUMO in Eh: 0.29705
Total charge: +1

Cartesian coordinates (Å):
C  -1.01  1.28  0.73
N  -2.00  0.70  0.16
H  -0.84  1.13  1.79
H  -0.38  2.02  0.25
H  -2.19  0.78  -0.83
H  -2.59  0.06  0.67
C  1.23  0.00  0.57
C  1.09  -0.42  -0.70
N  0.72  -1.69  -1.07
H  1.21  -0.67  1.41
H  1.64  0.98  0.78
H  1.23  0.24  -1.55
H  0.67  -2.38  -0.33
H  1.23  -2.04  -1.87

Mulliken atomic charge list, values in e, 4 entries: number 1, C, carries -0.31; number 2, N, carries -0.16; number 3, H, carries 0.32; number 4, H, carries 0.40

---

3) Molecular formula: C3H9N2
Method: DFT, ωB97M-V with the def2-TZVPD basis set

Summary:
Gap between HOMO and LUMO in Eh: 0.33155
SMILES: C/C([NH3+])=C\N
Total charge: +1

Cartesian coordinates (Å):
C  0.19  -1.00  -1.12
C  0.00  0.16  -0.21
C  -0.08  0.17  1.14
N  -0.38  -0.85  1.97
N  0.06  1.49  -0.85
H  0.73  -0.90  -2.06
H  -0.85  -1.38  -1.24
H  0.69  -1.90  -0.67
H  0.15  1.13  1.62
H  -0.51  -1.76  1.56
H  -0.35  -0.63  2.95
H  -0.35  2.25  -0.32
H  -0.32  1.38  -1.80
H  1.03  1.81  -0.97

Mulliken atomic charge list, values in e, 4 entries: number 1, C, carries -1.47; number 2, C, carries 0.49; number 3, C, carries -0.25; number 4, N, carries -0.39

---

Q: What are the energies relative to the best structure? A: 1) 0.0190; 2) 0.0167; 3) 0.0000, in hartree.

---

1) Molecular formula: C3H9N2
Method: DFT, ωB97M-V with the def2-TZVPD basis set

Summary:
Gap between HOMO and LUMO in Eh: 0.33975
SMILES: C/C([NH3+])=C\N
Total charge: +1

Cartesian coordinates (Å):
C  -0.71  -0.39  1.34
C  0.05  0.22  0.16
C  0.28  -0.43  -0.97
N  0.45  -1.65  -1.41
N  0.33  1.66  0.22
H  -0.25  0.07  2.27
H  -1.78  -0.35  1.58
H  -0.27  -1.51  1.33
H  0.15  0.37  -1.85
H  0.00  -2.29  -0.86
H  0.85  -1.86  -2.38
H  1.00  1.98  0.90
H  0.55  2.08  -0.73
H  -0.65  2.09  0.41

Mulliken atomic charge list, values in e, 4 entries: number 1, C, carries -1.04; number 2, C, carries 0.28; number 3, C, carries -0.19; number 4, N, carries -0.37

---

2) Molecular formula: C3H9N2
Method: DFT, ωB97M-V with the def2-TZVPD basis set

Summary:
Gap between HOMO and LUMO in Eh: 0.33400
SMILES: C/C([NH3+])=C\N
Total charge: +1

Cartesian coordinates (Å):
C  0.73  -0.72  1.07
C  0.05  0.23  0.07
C  -0.62  -0.21  -1.08
N  -0.39  -1.43  -1.52
N  -0.13  1.71  0.48
H  0.62  -1.73  0.78
H  1.70  -0.53  1.21
H  0.14  -0.76  1.98
H  -1.34  0.53  -1.33
H  0.59  -1.71  -1.29
H  -0.67  -1.69  -2.38
H  -0.85  1.68  1.24
H  0.64  2.23  0.94
H  -0.48  2.40  -0.17

Mulliken atomic charge list, values in e, 4 entries: number 1, C, carries -1.33; number 2, C, carries 0.18; number 3, C, carries -0.15; number 4, N, carries -0.45

---

3) Molecular formula: C3H9N2
Method: DFT, ωB97M-V with the def2-TZVPD basis set

Summary:
Gap between HOMO and LUMO in Eh: 0.34607
SMILES: C=[N+](C)CN
Total charge: +1

Cartesian coordinates (Å):
C  -0.75  0.02  -0.81
N  -0.51  -1.25  -1.35
H  -0.64  0.87  -1.49
H  -1.70  0.02  -0.29
H  -1.23  -1.68  -1.92
H  0.33  -1.37  -1.92
C  -0.31  0.69  1.69
C  1.49  0.27  0.21
N  0.23  0.34  0.35
H  -0.54  1.75  1.71
H  -1.20  0.10  1.92
H  0.42  0.45  2.46
H  1.80  0.00  -0.80
H  2.18  0.06  1.01

Mulliken atomic charge list, values in e, 4 entries: number 1, C, carries -0.40; number 2, N, carries -0.53; number 3, H, carries 0.31; number 4, H, carries 0.38

---

Q: What are the energies relative to the best structure? A: 1) 0.0384; 2) 0.0119; 3) 0.0000, in hartree.